(1)
The following is a quantum chemistry calculation of a structure of composition C28H52Br18O9S2 in a non-equilibrium geometry, from OMol25.

Summary:
Gap between HOMO and LUMO in hartree: 0.334
DFT total energy in eV: -1330737.9285
HOMO energy in eV: -9.0
Energy relative to the best compared isomer or geometry (same formula, charge and spin) in kcal/mol: 0.0

Atoms and positions in Å:
C 4.36038 -1.02058 1.57088
C 4.13147 -0.22170 0.70360
C 3.52419 0.54973 -0.39419
C 2.25337 1.33903 -0.05885
C 1.21575 0.38455 0.52221
C -0.19663 0.45007 -0.09465
C -1.03099 1.64717 0.38227
S -2.74867 1.14394 0.45631
O -3.00446 -0.00954 -0.34313
O -3.14066 1.02737 1.82856
O -3.56703 2.34508 -0.24042
O 1.83615 1.79731 -1.39029
S 1.50454 3.32636 -1.45560
O 0.24719 3.63611 -2.04702
O 2.52164 4.06601 -2.11785
O 1.50029 3.58012 0.13379
C 2.45281 2.66653 0.68476
O 2.28939 2.55977 2.06400
C 3.85823 3.37585 0.47668
O 3.75829 4.75904 0.37394
C 3.71088 5.43146 1.62166
H 4.69699 -1.78616 2.22546
H 4.31259 1.18551 -0.78443
H 3.23356 -0.12049 -1.20589
H 1.08207 0.55850 1.58700
H 1.51702 -0.65524 0.41340
H -0.67741 -0.46880 0.24078
H -0.16708 0.37872 -1.18007
H -0.92784 2.47210 -0.32257
H -0.68678 1.97924 1.35973
H -3.07884 3.14615 0.00336
H 2.98464 1.98014 2.39779
H 4.51829 3.08719 1.30248
H 4.33925 3.02939 -0.43795
H 4.26540 6.36388 1.50845
H 4.16921 4.86559 2.43435
H 2.68682 5.70269 1.88871
Br -3.27946 -4.06952 1.75120
C -2.70681 -3.76528 -0.08348
C -1.33260 -4.32979 -0.33640
Br 0.04507 -3.19628 0.43475
H -2.76462 -2.69409 -0.25648
H -3.44464 -4.27176 -0.70182
H -1.12084 -4.35612 -1.40191
H -1.19240 -5.32210 0.08229
Br -8.65650 0.37112 3.57681
C -6.86514 -0.26485 3.15045
C -6.65979 -0.40531 1.66819
Br -7.53432 -1.99856 0.96971
H -6.72869 -1.19856 3.68637
H -6.19053 0.48779 3.55271
H -5.60279 -0.53678 1.44401
H -7.04588 0.43509 1.10461
Br 1.19190 -5.57291 -2.63620
C 1.56076 -7.46807 -2.39722
C 0.66218 -8.07431 -1.35240
Br 1.22178 -7.58588 0.44516
H 2.61426 -7.55429 -2.15303
H 1.37598 -7.92454 -3.36727
H 0.71572 -9.16012 -1.38580
H -0.37160 -7.76073 -1.45500
Br 2.17524 -1.42037 3.15111
C 1.67910 -1.94986 4.96214
C 1.39506 -0.74599 5.81765
Br 3.03713 0.14346 6.37029
H 2.48479 -2.56728 5.34462
H 0.78198 -2.55632 4.85170
H 0.90377 -1.04130 6.74176
H 0.78972 -0.00153 5.31129
Br 5.20412 2.27040 -3.42176
C 6.94464 2.63832 -2.62883
C 7.69322 1.38006 -2.26936
Br 6.95826 0.56411 -0.66656
H 6.75658 3.27592 -1.77069
H 7.49257 3.19921 -3.38270
H 8.72943 1.61526 -2.03621
H 7.66172 0.62215 -3.04532
Br 1.33482 -2.06822 -3.06828
C 1.93812 -1.77716 -4.89655
C 3.28829 -2.39715 -5.14209
Br 4.74516 -1.35313 -4.38455
H 1.91786 -0.70568 -5.06944
H 1.18946 -2.25905 -5.52175
H 3.49845 -2.43413 -6.20872
H 3.36919 -3.39477 -4.72210
Br -2.20686 -0.66053 8.13949
C -4.07875 -0.23642 7.81280
C -4.55470 0.88862 8.69104
Br -4.86739 0.29148 10.51530
H -4.63844 -1.15381 7.96038
H -4.12715 0.05211 6.76491
H -5.51536 1.26090 8.34236
H -3.84670 1.70873 8.74516
Br -9.87523 0.51691 -0.79892
C -8.96380 0.70461 -2.51247
C -7.64350 -0.01362 -2.50235
Br -6.31524 0.99421 -1.51017
H -8.86557 1.76711 -2.70816
H -9.63666 0.26371 -3.24490
H -7.24182 -0.10740 -3.50914
H -7.70571 -0.99671 -2.04556
Br 2.03066 5.45211 -7.17501
C 2.11681 3.52796 -6.88745
C 0.98180 3.04632 -6.01907
Br 1.25706 3.47415 -4.11806
H 3.09128 3.31858 -6.45715
H 2.06125 3.09139 -7.88354
H 0.91426 1.95937 -6.06080
H 0.02599 3.47706 -6.30085

Results of the Mulliken charge analysis, in e, for atoms 1 through 99: atom 1 (C): -0.479, atom 2 (C): -0.658, atom 3 (C): 0.804, atom 4 (C): 0.996, atom 5 (C): -0.908, atom 6 (C): -0.764, atom 7 (C): -0.683, atom 8 (S): 1.554, atom 9 (O): -0.589, atom 10 (O): -0.663, atom 11 (O): -0.450, atom 12 (O): 0.310, atom 13 (S): 1.073, atom 14 (O): -0.667, atom 15 (O): -0.622, atom 16 (O): -0.523, atom 17 (C): 0.477, atom 18 (O): -0.558, atom 19 (C): -0.386, atom 20 (O): -0.384, atom 21 (C): -0.793, atom 22 (H): 0.665, atom 23 (H): -0.948, atom 24 (H): 0.175, atom 25 (H): 0.174, atom 26 (H): 0.516, atom 27 (H): 0.219, atom 28 (H): 0.252, atom 29 (H): 0.417, atom 30 (H): 0.272, atom 31 (H): 0.352, atom 32 (H): 0.470, atom 33 (H): 0.636, atom 34 (H): -0.461, atom 35 (H): 0.280, atom 36 (H): 0.333, atom 37 (H): 0.253, atom 38 (Br): -0.153, atom 39 (C): -0.593, atom 40 (C): -0.340, atom 41 (Br): -0.005, atom 42 (H): 0.231, atom 43 (H): 0.447, atom 44 (H): 0.168, atom 45 (H): 0.328, atom 46 (Br): -0.165, atom 47 (C): -0.599, atom 48 (C): -0.276, atom 49 (Br): -0.130, atom 50 (H): 0.440, atom 51 (H): 0.322, atom 52 (H): 0.096, atom 53 (H): 0.289, atom 54 (Br): -0.053, atom 55 (C): -0.619, atom 56 (C): -0.642, atom 57 (Br): -0.125, atom 58 (H): 0.380, atom 59 (H): 0.360, atom 60 (H): 0.366, atom 61 (H): 0.347, atom 62 (Br): -0.018, atom 63 (C): -0.653, atom 64 (C): -0.538, atom 65 (Br): -0.143, atom 66 (H): 0.391, atom 67 (H): 0.381, atom 68 (H): 0.272, atom 69 (H): 0.366, atom 70 (Br): -0.036, atom 71 (C): -0.711, atom 72 (C): -0.549, atom 73 (Br): -0.087, atom 74 (H): 0.319, atom 75 (H): 0.454, atom 76 (H): 0.370, atom 77 (H): 0.323, atom 78 (Br): -0.075, atom 79 (C): -0.604, atom 80 (C): -0.523, atom 81 (Br): -0.124, atom 82 (H): 0.256, atom 83 (H): 0.417, atom 84 (H): 0.366, atom 85 (H): 0.294, atom 86 (Br): -0.109, atom 87 (C): -0.514, atom 88 (C): -0.584, atom 89 (Br): -0.135, atom 90 (H): 0.372, atom 91 (H): 0.258, atom 92 (H): 0.347, atom 93 (H): 0.377, atom 94 (Br): -0.125, atom 95 (C): -0.576, atom 96 (C): -0.550, atom 97 (Br): -0.093, atom 98 (H): 0.355, atom 99 (H): 0.357



(2)
The following is a quantum chemistry calculation of a cluster of 9 separate species, C28H52Br2O24 in total in a non-equilibrium geometry, from OMol25.

Summary:
Gap between HOMO and LUMO in hartree: 0.381
DFT total energy in eV: -219100.7533
HOMO energy in eV: -10.3
SMILES: C[C@H]1COC(=O)O1.C[C@H]1COC(=O)O1.COC(=O)OC.COC(=O)OC.COC(=O)OC.COC(=O)OC.COC(=O)OC.COC(=O)OC.BrCCBr

Atoms and positions in Å:
C -13.79907 3.81958 33.70795
C -15.23776 4.25331 34.07301
C -15.96590 3.52378 35.12713
O -16.40774 4.47763 36.08602
C -15.92721 5.69411 35.80304
O -15.96739 6.75239 36.46866
O -15.22277 5.57783 34.66855
H -13.20629 3.58383 34.59176
H -13.36474 4.67266 33.18667
H -13.66175 2.96635 33.04370
H -15.94577 4.32994 33.24781
H -15.25610 2.89362 35.66304
H -16.72251 2.83814 34.74562
C -13.60069 -3.58921 35.18341
C -12.77463 -2.41253 35.67665
C -11.70660 -1.81352 34.83903
O -11.96265 -0.44034 34.83182
C -13.15876 -0.21421 35.32310
O -13.77627 0.86472 35.35379
O -13.68925 -1.37188 35.62257
H -14.44139 -3.75035 35.85822
H -13.03009 -4.51695 35.22574
H -13.94393 -3.47323 34.15538
H -12.49975 -2.51009 36.72689
H -11.68629 -2.29956 33.86360
H -10.74066 -2.03194 35.29440
Br -4.36523 0.10315 31.48253
C -4.30965 1.98205 32.03274
C -5.75503 2.45846 31.76249
Br -5.96841 4.35428 32.26954
H -3.63045 2.56652 31.41211
H -3.94037 1.97663 33.05826
H -6.47452 1.94880 32.40334
H -5.99873 2.43790 30.70028
C -12.47885 2.50281 29.50915
O -12.04449 3.80494 29.61009
C -12.79734 4.73071 30.00139
O -13.96063 4.65776 30.39622
O -12.18210 5.83499 29.82226
C -12.77190 7.13433 29.95926
H -12.91438 2.34109 28.52311
H -13.19114 2.20995 30.28050
H -11.63576 1.84101 29.70746
H -12.34675 7.95530 29.38188
H -12.81196 7.38585 31.01909
H -13.80264 7.15417 29.60530
C -7.73734 7.87064 33.31272
O -8.00038 8.96583 32.49776
C -8.65570 10.04981 33.05806
O -9.06480 10.17504 34.20243
O -8.76171 10.97063 32.04543
C -9.52676 12.20545 32.15705
H -6.99685 7.98149 34.10487
H -7.43132 6.97281 32.77575
H -8.66434 7.61240 33.82467
H -9.40257 12.53778 33.18771
H -10.61351 12.12138 32.15724
H -9.20046 13.08228 31.59776
C -10.59630 5.02226 33.33793
O -11.05339 3.73949 32.91992
C -10.16201 2.73411 32.89936
O -8.95268 2.82216 33.07437
O -10.77839 1.59274 32.49968
C -10.19397 0.35184 32.15774
H -9.64781 5.20964 32.83458
H -10.43795 5.15163 34.40857
H -11.32094 5.78478 33.05230
H -9.23421 0.49836 31.66226
H -10.74398 -0.23184 31.41958
H -10.10242 -0.25555 33.05818
C -10.09539 11.48520 28.52220
O -10.19651 10.29194 29.28869
C -9.56633 9.12456 28.99431
O -8.96812 8.87737 27.92629
O -9.75059 8.29586 30.03000
C -9.13782 7.02162 29.95560
H -10.07464 11.37209 27.43828
H -9.14712 11.96251 28.76930
H -10.88722 12.19758 28.75370
H -9.29889 6.63634 30.96244
H -8.07714 7.02274 29.70451
H -9.56467 6.31289 29.24596
C -8.27544 -4.78285 35.02556
O -8.69037 -3.89337 33.99833
C -9.15662 -4.31573 32.78931
O -9.55137 -5.41294 32.55024
O -9.37872 -3.28836 31.91720
C -10.00128 -3.47228 30.60492
H -7.42678 -5.33336 34.61958
H -9.10031 -5.46133 35.24318
H -8.04232 -4.17317 35.89851
H -10.90116 -4.08459 30.66309
H -9.25005 -3.99878 30.01623
H -10.23295 -2.55502 30.06359
C -14.05321 0.05317 31.76695
O -14.36089 -1.29219 32.09388
C -15.57149 -1.90192 31.81102
O -16.42441 -1.55305 30.93500
O -15.62792 -3.12375 32.45992
C -16.76217 -3.96440 32.46323
H -14.53383 0.74765 32.45602
H -14.55372 0.34372 30.84328
H -12.98700 0.26334 31.68255
H -17.45338 -3.54864 33.19635
H -16.40124 -4.95341 32.74552
H -17.22061 -4.07353 31.48037

Results of the Mulliken charge analysis, in e, for atoms 1 through 99: atom 1 (C): -0.706, atom 2 (C): 0.273, atom 3 (C): -0.186, atom 4 (O): -0.368, atom 5 (C): 0.626, atom 6 (O): -0.615, atom 7 (O): -0.407, atom 8 (H): 0.360, atom 9 (H): 0.062, atom 10 (H): 0.014, atom 11 (H): 0.331, atom 12 (H): 0.204, atom 13 (H): 0.306, atom 14 (C): -1.304, atom 15 (C): 0.378, atom 16 (C): -0.104, atom 17 (O): -0.198, atom 18 (C): 0.489, atom 19 (O): -0.596, atom 20 (O): -0.320, atom 21 (H): 0.372, atom 22 (H): 0.421, atom 23 (H): 0.185, atom 24 (H): 0.314, atom 25 (H): 0.125, atom 26 (H): 0.260, atom 27 (Br): -0.189, atom 28 (C): -0.470, atom 29 (C): -0.656, atom 30 (Br): -0.157, atom 31 (H): 0.380, atom 32 (H): 0.378, atom 33 (H): 0.348, atom 34 (H): 0.408, atom 35 (C): -0.504, atom 36 (O): -0.323, atom 37 (C): 0.977, atom 38 (O): -0.687, atom 39 (O): -0.236, atom 40 (C): -0.809, atom 41 (H): 0.417, atom 42 (H): 0.119, atom 43 (H): 0.137, atom 44 (H): 0.176, atom 45 (H): 0.330, atom 46 (H): 0.403, atom 47 (C): -0.493, atom 48 (O): -0.204, atom 49 (C): 0.700, atom 50 (O): -0.556, atom 51 (O): -0.245, atom 52 (C): -0.893, atom 53 (H): 0.412, atom 54 (H): -0.089, atom 55 (H): 0.290, atom 56 (H): 0.422, atom 57 (H): 0.322, atom 58 (H): 0.308, atom 59 (C): -0.915, atom 60 (O): 0.190, atom 61 (C): 0.321, atom 62 (O): -0.552, atom 63 (O): 0.117, atom 64 (C): -0.861, atom 65 (H): 0.273, atom 66 (H): 0.383, atom 67 (H): 0.328, atom 68 (H): 0.498, atom 69 (H): 0.106, atom 70 (H): 0.217, atom 71 (C): -0.778, atom 72 (O): -0.251, atom 73 (C): 0.661, atom 74 (O): -0.630, atom 75 (O): -0.111, atom 76 (C): -0.501, atom 77 (H): 0.340, atom 78 (H): 0.296, atom 79 (H): 0.279, atom 80 (H): -0.101, atom 81 (H): 0.412, atom 82 (H): 0.408, atom 83 (C): -0.701, atom 84 (O): -0.227, atom 85 (C): 0.660, atom 86 (O): -0.547, atom 87 (O): -0.193, atom 88 (C): -0.718, atom 89 (H): 0.332, atom 90 (H): 0.315, atom 91 (H): 0.216, atom 92 (H): 0.326, atom 93 (H): 0.338, atom 94 (H): 0.228, atom 95 (C): -0.731, atom 96 (O): -0.049, atom 97 (C): 0.486, atom 98 (O): -0.607, atom 99 (O): -0.199